[1]
The following is a quantum chemistry calculation of a cluster of 9 separate species, C4H26N4O10 in total at a distorted geometry, from OMol25.

- LUMO (eV) = 0.046
- HOMO energy (eV) = -9.427
- F_max (Eh/bohr) = 0.134
- SMILES = NC(N)=O.NC(N)=O.OCCO.O.O.O.O.O.O
- frontier orbital gap (eV) = 9.47

Cartesian coordinates (Å):
C1 3.41775 17.56492 19.00308
C2 2.00815 17.63203 18.21162
O1 2.26447 18.56247 17.14749
O2 4.31363 16.87527 18.15866
H1 3.12337 17.13589 19.96087
H2 3.99059 18.46789 19.21427
H3 1.21174 17.89973 18.90601
H4 1.79456 16.61396 17.88606
H5 1.42870 18.89269 16.80978
H6 4.28215 17.38892 17.34825
C3 -1.36040 22.65211 23.02525
O3 -2.50452 22.30502 22.89166
N1 -1.08482 23.53638 23.94205
N2 -0.28286 22.21129 22.43297
H7 -1.79112 24.24369 24.08684
H8 -0.11344 23.64522 24.19637
H9 0.65422 22.54485 22.60822
H10 -0.39621 21.54444 21.68294
C4 -2.27177 18.23802 23.06526
O4 -3.13944 17.84217 22.32518
N3 -1.33582 18.98563 22.63104
N4 -2.20051 18.00003 24.30847
H11 -0.47776 19.02159 23.16257
H12 -1.37397 19.22160 21.64973
H13 -2.87590 17.33367 24.65476
H14 -1.41785 18.21997 24.90777
O5 2.17872 20.19902 22.52088
H15 1.74027 20.33699 21.68127
H16 1.91378 19.31891 22.78822
O6 -1.38191 18.97727 19.75817
H17 -2.31699 19.17833 19.79598
H18 -1.34512 18.02820 19.63927
O7 0.87652 20.47087 20.24482
H19 1.38761 20.75838 19.48829
H20 0.12501 20.01393 19.86711
O8 -0.92984 21.12807 17.52771
H21 -0.43042 21.65470 18.15180
H22 -1.83189 21.43353 17.62375
O9 0.21703 23.43075 18.59039
H23 0.06310 23.81976 19.45133
H24 1.15548 23.54438 18.44001
O10 3.20652 21.40078 18.38045
H25 3.32026 20.61368 17.84776
H26 3.58961 22.10341 17.85528

[2]
The following is a quantum chemistry calculation of a cluster of 11 separate species, C4H26NO13 in total at a distorted geometry, from OMol25.

- LUMO (alpha / beta) (eV) = -0.224 / -5.823
- HOMO energy (alpha / beta) (eV) = -10.894 / -10.892
- 2S+1 = 2
- F_max (Eh/bohr) = 0.047
- expectation value of S² = 0.762
- frontier orbital gap (alpha / beta) (eV) = 10.67 / 5.07

Cartesian coordinates (Å):
O1 -1.99809 0.81933 1.40320
C1 -1.07266 1.10148 0.64309
N1 -0.90696 0.42817 -0.54138
C2 -1.83016 -0.57254 -1.07089
O2 -2.81505 -0.10852 -1.61949
O3 -1.44111 -1.74513 -0.96685
C3 -0.11495 2.20376 0.99564
C4 0.14888 3.17064 -0.16547
H1 0.02217 0.57504 -0.99387
H2 -0.51944 2.76662 1.84002
H3 0.82995 1.82650 1.38897
H4 -0.75720 3.64980 -0.53114
H5 0.65106 2.65769 -0.98953
H6 0.86987 3.92290 0.15206
H7 -0.19080 0.95277 -3.46133
H8 1.28545 1.04277 -2.96521
O4 0.67808 0.48285 -3.45665
H9 1.91406 -0.22386 2.33166
H10 2.73148 -1.12365 1.37384
O5 2.72479 -0.21702 1.77785
H11 -2.77643 -1.33552 3.33800
H12 -2.63591 -0.88054 1.84550
O6 -2.75811 -1.66350 2.43025
H13 0.97121 -1.18450 -2.70809
H14 0.22911 -1.87982 -1.55112
O7 1.10909 -1.82029 -1.95835
H15 1.91700 -2.35955 -0.40851
H16 1.29574 -2.77880 0.94727
O8 2.15384 -2.58488 0.51855
H17 -0.75292 -2.33245 0.55937
H18 -1.26901 -2.58139 1.98441
O9 -0.46883 -2.68820 1.42585
H19 0.17335 -1.42435 2.51812
H20 -0.32432 -0.07800 3.12255
O10 0.42784 -0.67184 3.11036
H21 2.26684 0.25614 0.13541
H22 1.90538 -0.35682 -1.23194
O11 2.05294 0.52138 -0.80187
H23 3.19998 2.34291 0.26335
H24 3.36911 1.42610 1.47378
O12 3.57831 2.32526 1.15122
H25 -1.59522 2.51904 -2.54345
H26 -2.25252 1.12309 -2.77624
O13 -1.71992 1.81575 -3.19269

Question: Look up the F_max of the second one.
Answer: 0.047 Eh/bohr

Question: The highest F_max belongs to which entry?
Answer: C4H26N4O10

Question: Which formula does entry 2 have?
Answer: C4H26NO13

Question: Look up the F_max of the first one.
Answer: 0.134 Eh/bohr